Record 1
ORCA calculation (wB97M-V/def2-TZVPD) on a molecular structure, C25H48F12N9O12S4 in a non-equilibrium geometry.

Geometry as XYZ:
```
110
Properties=species:S:1:pos:R:3:forces:R:3
N 1.800 -2.844 1.761 -1.915 1.029 0.889
H 1.326 -3.715 1.954 0.365 -0.406 0.841
H 1.080 -2.136 1.736 -0.916 0.314 0.450
H 2.063 -2.850 0.786 1.628 -0.337 -1.661
H 2.455 -2.428 2.407 0.624 -0.852 0.302
C 1.662 1.390 -2.530 -1.043 -0.700 0.144
N 0.969 0.970 -1.245 1.356 -0.255 2.161
C 2.058 0.228 -0.345 -1.189 0.385 -1.492
C 0.465 2.164 -0.456 -0.446 -1.143 0.611
C -0.225 0.031 -1.638 0.628 -0.469 1.311
C -0.949 -0.830 -0.437 0.599 0.861 -1.346
O -1.434 -0.032 0.608 -0.148 0.266 -0.324
H 2.547 2.014 -2.406 -0.148 -0.209 0.536
H 0.910 1.916 -3.118 0.058 0.041 -0.015
H 1.871 0.432 -3.005 0.413 0.287 -0.291
H 2.813 0.913 0.038 -0.063 0.306 -0.646
H 2.458 -0.510 -1.041 0.298 0.048 0.522
H 1.621 -0.235 0.540 -0.559 0.018 -0.324
H 1.262 2.784 -0.046 0.187 0.241 -1.080
H 0.029 1.740 0.448 -0.349 -0.097 -0.184
H -0.344 2.627 -1.020 0.470 0.412 0.060
H 0.206 -0.674 -2.349 -0.134 -0.129 0.148
H -0.830 0.726 -2.221 -0.684 -0.375 0.374
H -0.376 -1.681 -0.069 1.013 0.392 0.013
H -1.753 -1.435 -0.856 -0.378 0.599 -0.729
H -1.036 -0.316 1.434 0.058 -0.127 0.414
C 1.894 -5.466 -1.928 1.979 1.472 1.104
F 3.048 -5.879 -1.335 -1.182 0.043 -0.803
F 1.726 -6.051 -3.081 -0.080 0.004 -0.119
F 0.919 -5.722 -1.092 -0.810 -0.326 0.226
S 1.941 -3.507 -2.128 -0.955 -0.367 -0.986
O 2.624 -3.246 -3.398 -0.723 -0.129 2.310
O 0.540 -3.106 -2.069 1.297 -0.292 0.700
N 2.743 -2.955 -0.647 -2.256 -1.104 -3.557
S 4.222 -2.809 -1.150 3.247 1.799 0.718
O 4.714 -3.998 -1.765 0.581 0.122 0.121
O 4.516 -1.516 -1.754 -0.342 -1.108 0.711
C 5.043 -2.737 0.599 0.095 0.807 -2.046
F 6.367 -2.777 0.485 -0.248 0.853 0.006
F 4.609 -1.643 1.291 0.485 -0.127 -0.319
F 4.702 -3.774 1.282 -0.929 -1.780 1.294
C -2.872 -5.860 5.687 -1.981 0.418 1.301
F -2.737 -6.130 4.420 0.768 0.714 -1.380
F -3.445 -6.986 6.174 -0.052 0.894 0.582
F -1.723 -5.683 6.309 0.564 0.088 -0.216
S -4.099 -4.297 6.058 -0.905 -1.155 1.141
O -5.320 -4.708 5.367 1.966 0.508 -0.160
O -4.250 -4.291 7.521 1.248 0.348 -2.154
N -3.196 -2.898 5.415 -1.704 -2.044 1.060
S -4.303 -1.766 5.248 -1.299 3.900 0.942
O -5.605 -2.074 5.846 1.526 0.131 -1.210
O -3.883 -0.347 5.541 0.221 -3.244 -0.874
C -4.492 -1.683 3.336 -0.877 -0.901 3.429
F -4.747 -2.941 2.971 0.890 0.235 -1.121
F -5.590 -0.989 3.038 0.706 0.661 -0.678
F -3.356 -1.155 2.842 -0.880 -0.435 -0.841
C -0.928 0.591 4.743 0.506 -0.687 -0.322
C 0.257 0.397 3.763 0.693 -0.679 0.005
O 0.140 -0.801 2.906 -0.050 2.748 1.265
H -0.902 -0.315 5.349 -0.906 0.115 0.039
H -1.865 0.816 4.234 0.005 -0.540 0.172
H -0.709 1.430 5.403 0.288 0.044 -0.157
H 1.180 0.340 4.340 0.010 -0.718 0.257
H 0.419 1.353 3.265 -0.585 -0.213 -1.315
C -2.316 0.306 -5.510 0.094 0.554 1.074
O -1.833 0.374 -4.351 -0.784 -0.462 -2.512
N -1.683 0.240 -6.682 2.013 -0.715 -1.787
C -2.282 0.423 -8.020 -0.945 0.680 0.315
C -0.237 -0.027 -6.872 -0.305 -0.934 0.593
H -3.377 0.346 -5.803 -0.377 0.061 1.082
H -1.937 -0.241 -8.812 0.908 -0.017 0.446
H -2.077 1.473 -8.231 -0.029 -0.120 -0.746
H -3.352 0.265 -8.158 -0.280 0.166 1.076
H 0.152 0.249 -7.852 -0.332 0.962 0.233
H 0.372 0.339 -6.044 -0.132 0.036 -0.164
H -0.142 -1.109 -6.959 0.178 -0.265 0.556
C 3.374 3.903 2.043 -1.175 -0.122 0.584
C 3.467 3.794 3.553 -1.748 5.591 -0.958
O 2.959 4.755 4.210 1.413 -3.749 -1.075
C 4.410 2.825 4.058 1.276 -0.432 2.652
H 2.738 4.728 1.724 0.246 0.233 0.286
H 2.790 3.026 1.763 0.632 -0.495 -0.738
H 4.371 4.006 1.613 -0.239 -0.541 -0.187
H 4.659 3.297 5.009 0.172 -0.481 0.502
H 5.376 2.777 3.556 -0.391 -0.068 -0.653
H 4.064 1.818 4.295 -0.234 0.039 -0.317
C -5.049 -1.300 -2.135 -0.555 -0.661 -0.611
C -5.424 -1.396 -3.560 -0.350 -0.148 -2.745
N -5.650 -1.440 -4.712 0.553 0.129 3.152
H -5.017 -2.293 -1.686 0.280 -0.146 -0.237
H -5.864 -0.823 -1.592 0.378 0.556 -0.031
H -4.061 -0.840 -2.104 -0.239 0.268 0.377
C -4.267 1.473 0.190 -0.424 -0.331 0.545
C -3.391 2.317 -0.578 -3.693 -3.170 1.996
N -2.698 2.909 -1.207 3.684 3.304 -3.093
H -4.745 2.122 0.924 0.268 -0.484 0.586
H -3.635 0.660 0.547 -0.096 0.237 0.833
H -5.092 0.957 -0.301 0.205 0.514 -0.747
C 6.465 4.724 -1.534 0.498 -0.681 -0.344
C 5.306 3.882 -1.238 0.331 0.846 -0.724
N 4.356 3.303 -0.980 -0.467 -0.575 0.127
H 7.175 4.225 -2.194 0.040 -0.653 0.337
H 6.946 4.886 -0.570 0.155 0.626 -0.284
H 6.270 5.593 -2.162 -0.611 0.340 0.799
C -1.953 6.677 -0.893 -0.437 -0.506 0.227
C -0.706 5.916 -1.095 3.453 -2.093 -0.523
N 0.300 5.287 -1.212 -4.108 2.639 0.458
H -2.251 7.350 -1.697 0.683 0.123 -0.012
H -1.938 7.185 0.071 0.256 0.210 -0.172
H -2.803 5.997 -0.828 0.196 -0.424 0.016
```
Positions in Å, forces in eV/Å.

## Properties
LUMO level (alpha / beta): -0.81 / -3.83 eV
Orbital gap (alpha / beta): 8.04 / 5.02 eV
Highest occupied orbital energy (alpha / beta): -8.85 / -8.85 eV
<S²>: 0.7544
Molar mass: 1022.95 g mol⁻¹
Spin multiplicity: 2



Record 2
ORCA calculation (wB97M-V/def2-TZVPD) on C3H2ClNOS2 in the gas phase in a non-equilibrium geometry.

Geometry as XYZ:
```
10
Properties=species:S:1:pos:R:3:forces:R:3
C -1.908 -0.065 -0.023 0.035 -0.743 1.889
C 0.727 -0.445 0.036 -0.684 -0.228 -0.351
C -0.507 0.482 0.122 0.652 0.867 -0.578
N 1.861 0.256 -0.024 2.003 -1.877 -1.098
O -0.330 1.672 0.229 -0.232 -0.430 0.105
S 0.573 -2.063 -0.177 -0.027 0.376 -0.018
S -2.642 -0.288 1.409 0.116 0.123 -1.069
Cl -2.508 -0.480 -1.560 0.088 0.218 -0.075
H 2.008 1.133 0.395 -0.449 1.268 0.275
H 2.726 -0.202 -0.406 -1.502 0.427 0.920
```
Positions in Å, forces in eV/Å.

## Properties
LUMO level: -0.99 eV
Orbital gap: 8.08 eV
Highest occupied orbital energy: -9.07 eV
Structure (SMILES): NC(=S)C(=O)C(=S)Cl
Molar mass: 167.64 g mol⁻¹



Record 3
ORCA calculation (wB97M-V/def2-TZVPD) on a molecular structure, C54H53N2O4P2S3W.

Geometry as XYZ:
```
119
Properties=species:S:1:pos:R:3:forces:R:3
W -0.213 1.038 -0.479 0.316 -0.847 0.228
O 0.319 -0.538 2.228 -0.018 -0.017 -0.023
S -0.949 -0.204 1.550 -0.102 -0.060 0.009
C -1.891 0.772 2.690 0.082 0.032 -0.037
C -3.149 0.382 3.096 -0.011 -0.005 0.016
C -3.772 0.929 4.233 0.001 0.004 0.022
C -3.046 1.788 5.014 0.000 0.007 -0.015
C -3.349 2.429 6.343 0.002 -0.006 -0.003
C -2.046 3.175 6.734 -0.002 -0.004 0.002
C -1.123 2.987 5.559 0.018 0.012 -0.004
C 0.163 3.396 5.332 -0.001 0.003 0.014
C 0.732 3.118 4.075 0.019 0.014 0.007
C 0.083 2.406 3.079 0.118 -0.074 -0.006
P 0.738 2.603 1.408 -0.160 0.024 -0.200
C 0.423 4.338 0.929 -0.021 -0.011 0.007
C -0.003 4.648 -0.365 -0.005 -0.003 0.001
C -0.216 5.961 -0.755 -0.013 -0.005 0.005
C -0.003 6.994 0.146 0.009 -0.004 -0.005
C 0.418 6.703 1.435 -0.001 0.009 0.007
C 0.624 5.389 1.826 0.006 -0.012 0.034
C 2.538 2.405 1.480 0.019 0.021 -0.009
C 3.398 3.456 1.156 -0.014 -0.014 -0.014
C 4.773 3.268 1.216 0.014 -0.011 0.013
C 5.291 2.037 1.596 -0.002 0.017 -0.007
C 4.435 0.989 1.916 -0.016 -0.017 0.014
C 3.062 1.166 1.860 0.008 0.010 -0.004
C -1.170 1.793 3.382 -0.070 0.027 0.026
C -1.760 2.186 4.589 -0.020 -0.012 0.005
C -1.913 -1.678 1.385 -0.017 0.060 -0.026
C -1.835 -2.442 2.535 0.033 -0.002 0.014
C -2.616 -3.584 2.744 -0.034 -0.023 -0.012
C -3.527 -3.912 1.776 0.034 0.035 0.001
C -4.537 -5.025 1.722 -0.007 -0.001 0.003
C -5.262 -4.838 0.368 0.006 0.007 0.002
C -4.589 -3.652 -0.268 -0.024 -0.004 -0.003
C -4.799 -3.048 -1.475 0.006 -0.019 0.002
C -3.961 -1.978 -1.819 -0.005 -0.008 0.001
C -2.960 -1.465 -1.000 -0.098 0.097 -0.030
P -1.907 -0.293 -1.881 0.122 0.123 0.010
C -0.979 -1.245 -3.127 -0.005 -0.009 0.013
C -1.267 -2.580 -3.402 0.008 -0.009 0.036
C -0.579 -3.254 -4.401 0.005 -0.003 -0.006
C 0.407 -2.609 -5.131 -0.010 -0.006 0.005
C 0.719 -1.287 -4.845 -0.010 0.026 0.000
C 0.038 -0.612 -3.844 -0.007 -0.021 -0.013
C -3.040 0.807 -2.777 0.072 0.024 -0.044
C -2.610 1.429 -3.950 -0.007 -0.025 -0.008
C -3.429 2.342 -4.597 -0.017 0.007 0.002
C -4.680 2.646 -4.079 0.011 -0.001 -0.013
C -5.113 2.031 -2.913 0.000 -0.009 0.016
C -4.299 1.118 -2.261 0.005 0.024 0.006
C -2.780 -2.024 0.306 0.069 -0.059 -0.012
C -3.596 -3.141 0.594 0.002 -0.007 0.023
H -3.659 -0.407 2.559 -0.016 0.025 0.011
H -4.766 0.603 4.508 0.003 0.000 -0.004
H -3.634 1.682 7.084 -0.004 -0.001 -0.003
H -4.193 3.113 6.249 0.002 0.002 -0.001
H -1.599 2.757 7.637 0.001 0.002 0.000
H -2.219 4.233 6.933 0.000 0.001 -0.003
H 0.730 3.951 6.067 -0.002 -0.003 0.000
H 1.727 3.501 3.874 -0.005 0.005 -0.002
H -0.196 3.868 -1.089 -0.022 -0.011 0.005
H -0.563 6.176 -1.757 0.003 0.000 0.004
H -0.173 8.020 -0.152 -0.001 -0.004 0.002
H 0.581 7.502 2.146 -0.001 -0.003 -0.003
H 0.942 5.199 2.840 -0.012 -0.001 -0.007
H 3.002 4.421 0.868 -0.008 0.008 0.012
H 5.438 4.090 0.986 0.001 -0.002 0.002
H 6.363 1.898 1.657 -0.003 0.001 -0.002
H 4.842 0.036 2.229 0.002 0.005 -0.001
H 2.393 0.356 2.125 -0.003 -0.006 0.010
H -1.148 -2.126 3.312 -0.005 -0.005 -0.004
H -2.514 -4.152 3.659 0.002 -0.001 -0.004
H -5.222 -4.965 2.568 -0.001 0.000 -0.001
H -4.042 -5.995 1.791 0.003 0.002 -0.002
H -6.328 -4.650 0.496 0.001 0.001 0.004
H -5.177 -5.719 -0.270 0.000 0.001 -0.001
H -5.556 -3.387 -2.170 0.001 0.005 0.004
H -4.092 -1.544 -2.803 -0.001 -0.013 -0.001
H -2.018 -3.112 -2.835 -0.011 0.011 -0.003
H -0.819 -4.288 -4.607 0.002 0.002 0.000
H 0.933 -3.134 -5.917 -0.003 0.003 0.002
H 1.489 -0.779 -5.413 0.000 -0.005 0.001
H 0.300 0.416 -3.628 0.013 0.024 0.011
H -1.651 1.180 -4.387 -0.015 0.007 -0.003
H -3.097 2.803 -5.518 0.000 -0.002 0.001
H -5.322 3.350 -4.591 0.001 -0.001 0.002
H -6.093 2.256 -2.512 0.003 -0.001 0.000
H -4.655 0.640 -1.358 -0.010 -0.005 -0.009
O 0.727 -0.521 -0.612 -0.143 0.241 -0.091
O 0.522 -1.861 -0.526 0.031 0.150 0.067
C -2.055 2.074 -0.108 0.005 0.030 0.041
H -2.952 1.486 0.081 -0.005 -0.008 -0.030
H -2.222 2.618 -1.048 0.015 0.029 0.000
H -1.959 2.807 0.695 -0.010 -0.001 0.019
C 3.382 4.213 -3.953 0.038 -0.031 0.002
C 2.244 3.229 -3.706 0.073 0.035 0.063
S 2.243 2.754 -1.977 -0.024 -0.234 0.002
O 0.916 1.891 -1.902 -0.139 0.317 -0.221
C 3.527 1.482 -1.827 0.003 0.100 -0.059
C 3.852 0.671 -3.065 -0.055 -0.012 0.003
H 3.405 4.466 -5.011 -0.010 0.014 0.007
H 4.354 3.786 -3.698 -0.007 0.000 -0.015
H 3.245 5.132 -3.385 0.003 0.002 -0.001
H 2.312 2.330 -4.316 -0.041 -0.035 0.021
H 1.262 3.684 -3.849 0.018 0.036 -0.006
H 3.121 0.852 -1.031 0.048 0.051 0.075
H 4.386 2.011 -1.409 0.010 0.019 -0.056
H 4.615 -0.060 -2.796 -0.006 -0.006 0.005
H 4.257 1.280 -3.871 0.012 -0.003 0.004
H 2.982 0.117 -3.422 -0.013 0.016 -0.008
N 2.343 -3.441 0.670 -0.032 0.161 0.023
C 2.810 -3.656 -0.548 0.052 -0.073 0.079
N 3.795 -4.529 -0.730 -0.045 -0.036 -0.096
S 2.170 -2.836 -1.923 -0.021 0.023 0.135
H 2.711 -3.927 1.472 0.010 -0.017 -0.020
H 1.619 -2.737 0.786 -0.007 -0.094 -0.027
H 4.142 -5.102 0.023 0.036 0.020 0.009
H 4.112 -4.745 -1.661 0.000 -0.010 0.010
```
Positions in Å, forces in eV/Å.

## Properties
LUMO level (alpha / beta): -8.15 / -8.63 eV
Orbital gap (alpha / beta): 6.60 / 6.12 eV
Highest occupied orbital energy (alpha / beta): -14.75 / -14.75 eV
Total charge: +3
<S²>: 2.0167
Molar mass: 1136.02 g mol⁻¹
Spin multiplicity: 3



Record 4
ORCA calculation (wB97M-V/def2-TZVPD) on a molecular structure, C10H7N2O5Pb in a non-equilibrium geometry.

Geometry as XYZ:
```
25
Properties=species:S:1:pos:R:3:forces:R:3
O 5.098 -3.045 -0.570 -4.259 -1.545 -0.628
C 4.009 -3.416 -0.723 4.165 1.612 0.646
Pb -0.608 -1.402 -0.304 -0.551 0.032 0.313
C -3.076 -1.675 -0.552 -5.414 -0.079 -0.372
O -4.228 -1.646 -0.605 5.202 -0.088 0.270
C -3.222 -4.821 -1.576 0.348 -0.126 -0.013
O -2.807 -5.825 -1.849 -0.242 0.201 0.042
C -1.000 -2.751 2.149 1.433 -1.894 4.726
O -0.732 -3.194 3.185 -1.401 2.006 -4.832
C -0.778 -1.421 -3.152 0.932 0.321 -1.732
O -0.446 -1.338 -4.229 -0.857 -0.245 2.151
H 0.884 -2.224 -0.391 0.738 -0.811 -0.371
N 1.173 4.408 1.171 -0.524 -2.283 -0.637
C 0.748 3.160 0.835 0.661 2.422 0.652
C -0.638 2.884 0.741 -1.225 -0.888 -0.123
C -1.077 1.628 0.404 1.108 -0.090 0.320
N -0.098 0.686 0.166 -0.505 -0.638 -1.372
C 1.265 0.877 0.242 -0.712 0.386 0.617
C 1.690 2.136 0.577 0.456 -1.128 -0.104
H 0.514 5.154 1.360 0.077 0.112 0.058
H 2.170 4.597 1.235 -0.132 0.217 0.049
H -1.392 3.623 0.927 -0.100 0.525 0.012
H -2.134 1.287 0.297 1.014 0.700 0.181
H 1.937 0.007 0.023 -0.538 1.049 0.203
H 2.749 2.311 0.637 0.327 0.233 -0.058
```
Positions in Å, forces in eV/Å.

## Properties
LUMO level (alpha / beta): -14.44 / -15.60 eV
Orbital gap (alpha / beta): 6.13 / 3.76 eV
Highest occupied orbital energy (alpha / beta): -20.57 / -19.36 eV
Total charge: +3
Molar mass: 442.37 g mol⁻¹